[1]
{"formula": "C28H83F2N8O14PbS2", "method": "the ωB97M-V functional and the def2-TZVPD basis", "elements": ["Pb", "S", "S", "F", "F", "O", "O", "O", "O", "O", "O", "O", "O", "O", "O", "O", "O", "O", "O", "N", "N", "N", "N", "N", "N", "N", "N", "C", "C", "C", "C", "C", "C", "C", "C", "C", "C", "C", "C", "C", "C", "C", "C", "C", "C", "C", "C", "C", "C", "C", "C", "C", "C", "C", "C", "H", "H", "H", "H", "H", "H", "H", "H", "H", "H", "H", "H", "H", "H", "H", "H", "H", "H", "H", "H", "H", "H", "H", "H", "H", "H", "H", "H", "H", "H", "H", "H", "H", "H", "H", "H", "H", "H", "H", "H", "H", "H", "H", "H", "H", "H", "H", "H", "H", "H", "H", "H", "H", "H", "H", "H", "H", "H", "H", "H", "H", "H", "H", "H", "H", "H", "H", "H", "H", "H", "H", "H", "H", "H", "H", "H", "H", "H", "H", "H", "H", "H", "H"], "xyz": [[-1.757574, 3.347873, 0.404599], [0.924394, 1.067108, -0.721418], [-0.617335, 1.148632, -2.483986], [0.951959, 1.586111, 0.842092], [-1.918740, 2.091625, -2.833571], [1.046168, -0.393531, -0.640085], [-3.514454, -1.934653, 1.597280], [5.240611, -0.637070, 0.752888], [0.286358, 1.673217, -3.489962], [2.557574, -3.945125, 1.547874], [-6.424442, -0.764518, -7.176291], [4.536958, 5.853200, -2.637566], [-4.208747, -1.569063, -3.102681], [-1.828320, 4.836577, -1.656836], [2.085777, 1.716304, -1.363103], [2.936163, 1.022367, 4.963773], [-3.989858, 2.426751, -0.531235], [-1.123537, -0.178485, -2.702954], [-0.564540, 3.019562, 2.618974], [-0.494520, 1.692707, -0.890832], [-5.090347, -0.009373, 0.185593], [2.880685, -7.552763, 2.502363], [-2.089441, 0.651687, 1.096179], [5.380803, 1.390605, 3.761355], [2.106554, 4.172420, -3.468467], [-5.608282, 0.640763, -4.816665], [4.331653, 1.721407, 7.298603], [-2.119699, -0.074418, 3.387006], [5.327011, -0.991259, 3.929751], [-5.378886, -0.752547, -1.019148], [-6.655767, -0.108891, -1.686654], [3.526449, 0.523805, 7.359357], [-4.900303, 0.724256, -6.058388], [-2.132658, -1.791048, 1.467135], [2.444278, -3.766038, 0.166571], [3.376772, 3.032073, -5.050483], [-6.944936, -0.084762, -8.279012], [-3.974938, -3.201179, 1.110165], [4.394654, 5.118043, -3.863254], [-5.037455, -0.537986, -6.990934], [-3.422066, 0.927243, -5.791940], [-4.162797, -0.730936, -1.967989], [1.022694, -6.087420, 3.275142], [3.543555, 3.827462, -3.696715], [4.521569, -0.699506, -0.457756], [3.144669, -5.095822, 2.109661], [4.585066, 0.152066, 1.750984], [-4.029401, -2.873457, -2.914299], [1.951510, 0.965365, 4.011698], [2.169938, -6.305936, 2.265130], [-1.646489, -0.369610, 1.958262], [5.574134, 0.218232, 2.964553], [5.302051, 5.202728, -1.590244], [2.406405, 0.693288, 6.271007], [2.890179, 0.525342, 8.756884], [2.156336, 4.363825, -2.478025], [0.370606, -6.960175, 3.240602], [-5.064503, -3.202720, 1.079409], [-1.544145, 0.759682, 0.252925], [-1.786756, -1.909625, 0.440298], [1.685068, 1.458893, 6.556710], [3.720366, 0.582888, 9.460867], [-0.556724, -0.359878, 1.978750], [4.324489, 1.142068, 1.376672], [4.315471, -1.099399, 4.321127], [1.255776, -5.982497, 4.334744], [2.192547, -8.260703, 2.289312], [-4.491499, -0.611410, 0.732430], [-3.674722, -3.335008, 0.070905], [-4.514324, -0.349029, -7.928344], [-5.560349, -1.739172, -0.592842], [1.784329, -0.200091, 6.325643], [-0.900984, 3.229901, 3.490060], [5.979668, -0.984155, 4.802726], [4.149801, 0.270629, -0.787491], [2.726748, 2.160894, -4.969146], [5.448852, -1.908970, 3.354372], [1.679205, 3.258133, -3.508000], [3.498424, -4.807372, 3.099487], [1.681665, -6.401068, 1.295267], [-6.517454, 0.238005, -4.993539], [-7.477106, -0.049311, -0.972543], [-1.638233, -2.558851, 2.062222], [3.708308, -7.584703, 1.924329], [3.704624, 2.482459, 7.517104], [1.991379, -2.781078, 0.053308], [5.116660, -1.091712, -1.282462], [-2.976169, 0.260648, 0.811745], [3.928068, 3.219765, -2.877589], [-6.940797, 1.000730, -8.180017], [5.365561, 4.894275, -4.305244], [-2.220825, 0.977304, 3.654874], [-3.292847, -1.045019, -1.391248], [3.769530, 5.728394, -4.515014], [-8.021594, -0.254736, -8.275168], [4.032196, -5.310008, 1.514242], [-4.626412, -1.407375, -6.477809], [0.475697, -5.188626, 2.990426], [2.283649, -0.321241, 9.078606], [-1.433225, -0.462689, 4.139401], [-5.143026, -0.021023, -4.211954], [2.438601, 1.284693, 3.090356], [3.692626, -1.407202, -0.468518], [6.338213, 5.044521, -1.889312], [0.211105, 3.571921, 2.521472], [4.487345, 1.821121, 6.305667], [5.979518, 1.484724, 4.569305], [6.581546, 0.239936, 2.548932], [-2.440128, 5.493362, -1.989362], [3.005597, 3.736638, -5.794741], [-2.911875, 0.989840, -6.753120], [-1.011932, 5.010008, -2.125525], [-7.050258, -0.825958, -2.406584], [-3.049581, -0.586503, 3.634396], [1.154877, 1.668299, 4.255340], [-2.987502, -3.043291, -2.642809], [5.412545, 5.888388, -0.750155], [3.693959, -0.387077, 2.072468], [-5.269218, 1.575305, -6.630860], [2.278533, 1.427457, 8.770329], [4.762047, 4.305563, -1.287614], [-3.527069, -3.990290, 1.714158], [-6.478586, 0.915251, -2.015029], [-4.138908, 2.567087, -1.466286], [4.160351, -0.356943, 7.256643], [4.506809, 1.124855, 4.192184], [-4.404839, 1.584334, -0.345846], [-3.943712, 0.252861, -2.383020], [-2.954688, 0.174320, -5.157293], [1.806194, -4.527423, -0.282034], [-6.516868, -0.479913, -9.200268], [4.360900, 2.636874, -5.302287], [-5.868831, 0.104045, 0.819013], [3.442185, -3.740680, -0.271202], [-3.327922, 1.845186, -5.211756], [1.583422, -0.025465, 3.745519], [-4.708545, -3.359399, -2.213773], [-4.080303, -3.370716, -3.882929]], "forces_ev_per_a": [[-1.1288, -1.0518, 0.0956], [8.2081, -1.7207, 3.6707], [-4.0759, 1.1903, -6.1453], [0.3071, -0.3363, -0.7419], [0.5570, -0.5980, 1.0581], [-1.4096, 2.8034, -0.1900], [-0.7066, 0.0930, -0.2458], [-0.2383, 0.3595, -0.1874], [-0.3885, -0.7745, 2.4429], [-0.8001, 0.5668, 1.4224], [0.3441, -0.4942, 0.0873], [0.3256, -0.2608, 0.3279], [-1.5935, 3.4753, -0.4065], [0.0150, -0.0742, 0.2357], [-3.2781, -0.7344, 1.4901], [-0.5415, -1.1627, 2.5810], [1.3975, 1.9874, -0.1753], [0.7110, 1.0973, 1.5503], [-0.1003, 0.1003, -0.1907], [-0.2322, -0.5718, -3.8675], [1.2861, 1.3513, 0.5926], [-0.1923, 0.6886, 0.8175], [-1.3892, 1.4557, -1.4318], [-1.2952, 1.3462, -0.1592], [1.1179, 0.1936, 1.2101], [-0.4646, 0.0077, 0.4470], [0.6925, -0.0443, -0.3762], [-0.0180, -0.7085, 0.9239], [0.4818, -0.7899, -1.3852], [-1.9445, 0.6431, -0.8081], [0.4348, -1.4733, 1.0523], [-1.5901, 0.5792, -0.0183], [1.2097, -1.1855, -1.0572], [1.5019, 0.7975, 0.7499], [0.1997, -0.1810, 0.3545], [1.9187, 0.4118, 1.1428], [-1.2520, -0.0356, 0.0431], [0.3289, 0.3795, -0.3062], [-1.0044, -0.8409, 0.8160], [-0.7625, 1.2577, 1.3570], [-0.1567, 0.7139, 0.1580], [0.3815, -0.6725, 0.3308], [0.2656, -0.0078, -0.2446], [-1.0227, -0.1112, -2.1297], [-0.1793, -0.2874, -0.6439], [-0.2715, -0.3024, 0.1146], [1.2519, -0.8407, 0.5763], [1.2838, -2.8452, -0.1770], [0.0888, 0.6003, -1.7107], [0.1089, 0.9342, -0.3722], [0.8620, -1.5179, 2.0139], [-0.0891, -1.1781, 0.5323], [-0.4931, 0.7119, -0.9040], [0.5519, -1.0432, 0.7227], [0.2426, -0.0989, -0.3079], [-0.7889, 0.5145, 0.5399], [-0.2539, 0.0660, -0.2130], [0.0898, -0.0575, 0.6044], [-0.0303, -1.0978, 0.0918], [-0.1227, -0.0828, -0.3599], [0.2561, 0.6371, 0.2322], [-0.1547, 0.3126, 0.1196], [0.0888, -0.3179, -0.1490], [0.0900, 0.2002, -0.0660], [-0.2688, 0.6967, -0.1712], [0.7221, 0.0352, -0.0899], [0.6354, -0.6069, -0.1223], [0.3484, -0.1049, 0.3061], [0.3197, -0.0540, -0.1384], [0.0068, -0.1509, -0.1873], [-0.3671, -0.6174, -1.2317], [0.0757, -0.5633, -0.8831], [-0.2568, -0.0291, 0.4849], [0.2808, 0.0286, -0.2179], [-0.0316, 0.2117, 0.1694], [-0.1997, 0.2325, 0.2250], [0.4063, -0.3203, 0.1672], [-0.4838, 0.0257, 0.0434], [0.0088, 0.0953, 0.0680], [-0.3362, 0.3160, -0.3429], [-0.3578, 0.0412, 0.0009], [0.1258, 0.0096, 0.4208], [0.2164, -0.0965, 0.1421], [-0.1558, -0.4968, -0.2095], [0.0283, 0.4335, 0.2388], [-0.0620, -0.1061, -0.2161], [0.7214, 0.1766, 0.3102], [-0.5860, 1.0868, -0.5643], [0.1098, -0.3110, -0.1746], [0.8494, 0.2503, -0.1876], [0.1287, 0.0097, -0.0637], [-0.0657, 0.0913, -0.5191], [0.3990, 0.0896, 0.3169], [0.4211, 0.3438, -0.0742], [-0.0383, -0.5261, -0.1751], [0.1450, -0.6532, -0.1139], [0.0632, -0.0911, -0.0624], [-0.1909, -0.0861, -0.1099], [-0.0582, -0.1304, -0.4983], [0.3035, -0.1909, -0.1565], [0.1052, -0.2470, -0.0360], [-0.1627, 0.3645, -0.1535], [-0.3798, 0.1176, 0.6522], [-0.0385, -0.5904, -0.3590], [0.7072, 0.0956, 0.1553], [0.6309, 0.5215, -0.1777], [0.7396, -0.3186, -0.2630], [0.0148, -0.4361, -0.0384], [-0.4136, 0.2434, -0.1039], [0.0650, -0.2073, -0.0964], [0.3438, 0.1597, 0.2247], [0.5525, -0.0247, -0.4321], [0.2469, 0.5687, -0.6766], [-0.2595, 0.2196, -0.2590], [-0.4244, -0.1174, -0.0438], [0.2895, -0.3354, 0.6868], [-0.5715, 0.1246, -0.0562], [-0.4230, 0.0738, -0.0182], [-0.0733, 0.1293, -0.0082], [-0.0490, 0.0674, 0.5807], [0.4793, -0.1846, 0.2175], [-0.3452, -0.1736, 0.0399], [0.1572, -0.3030, -0.5496], [0.0111, 0.2445, -0.5352], [-0.1540, -0.0503, -0.5212], [-0.1819, 0.9861, 0.3072], [-0.8264, -1.9004, 0.9824], [-0.2749, 0.2338, 0.2727], [-0.2044, -0.4748, -0.2011], [0.0523, -0.0784, -0.3081], [0.0630, 0.4003, -0.1976], [0.0255, 0.0521, -0.5736], [-0.6353, 0.1100, -0.4408], [0.0476, -0.1865, -0.4050], [0.3058, 0.3014, -0.2823], [-0.2808, -0.3374, 0.6108], [-0.1456, -0.0218, 0.1199], [-0.4806, -0.0411, -0.0319]], "mulliken_charge": [1.31, 0.25, 0.45, -0.26, -0.24, -0.36, -0.49, -0.43, -0.55, -0.10, -0.35, -0.37, -0.38, -0.41, -0.42, -0.52, -0.68, -0.51, -0.40, 0.30, -0.54, -0.71, -0.03, -0.71, -0.67, -0.52, -0.70, -1.65, -1.30, 0.75, -1.57, 0.34, 0.38, -0.90, -0.17, -1.56, -0.73, -0.94, -0.65, -0.64, -1.46, 0.42, -1.13, 0.87, 0.04, -1.04, -0.42, -0.81, -0.79, 0.79, 0.86, 0.28, -0.42, -0.86, -1.53, 0.36, 0.39, 0.33, 0.62, 0.27, 0.42, 0.36, 0.00, 0.41, 0.21, 0.31, 0.28, -0.12, 0.31, 0.40, 0.27, 0.44, 0.22, 0.39, 0.00, 0.41, 0.44, 0.15, 0.28, 0.13, 0.32, 0.51, 0.71, 0.24, 0.31, -0.39, 0.37, -0.08, -0.02, 0.29, 0.36, 0.30, -0.08, 0.32, 0.28, 0.43, 0.26, 0.06, 0.37, 0.37, 0.01, 0.10, -0.20, 0.30, 0.31, 0.27, 0.43, 0.49, 0.24, 0.33, 0.52, 0.28, 0.35, 0.35, 0.35, 0.30, 0.25, 0.06, 0.35, 0.35, 0.06, 0.39, 0.27, 0.31, 0.40, 0.26, 0.43, -0.05, 0.21, 0.31, 0.31, 0.43, 0.27, 0.36, 0.25, 0.42, 0.30, 0.30], "e_lumo_ev": -4.6, "homo_lumo_gap_ev": 5.70, "spin_multiplicity": 1, "energy_ha": -3796.484044, "molar_mass_g_mol": 1065.34, "charge": 1, "de_lowest_ev": 6.849}



[2]
{"formula": "C3HBr5F2", "method": "the ωB97M-V functional and the def2-TZVPD basis", "elements": ["Br", "Br", "Br", "Br", "Br", "F", "F", "C", "C", "C", "H"], "xyz": [[0.934491, 1.263926, -1.834765], [-2.161747, -2.057944, -0.761499], [1.452227, -1.984375, -0.689641], [3.209294, 1.231488, 0.494519], [-2.956039, 0.417628, 1.108757], [0.563720, 1.641027, 1.006214], [0.660974, -0.720802, 1.709787], [-2.037067, -0.299307, -0.323638], [1.141153, 0.827058, 0.127923], [0.742131, -0.500768, 0.331083], [-1.549139, 0.182070, -1.168738]], "forces_ev_per_a": [[-0.1565, 0.1477, 1.3515], [-0.5309, -1.1491, 0.0801], [-0.6407, 1.3313, 1.0612], [-1.1461, -0.5327, -0.1787], [0.2764, 0.0696, -0.4373], [-0.4059, 0.2404, -0.7324], [0.0044, -0.3501, -2.2216], [1.1779, -0.0196, -0.3204], [2.0936, 2.4801, -1.5286], [-0.1536, -3.1805, 2.2124], [-0.5187, 0.9629, 0.7138]], "mulliken_charge": [-0.06, 0.01, 0.04, -0.14, -0.01, -0.15, -0.24, -0.27, 0.40, 0.03, 0.39], "e_lumo_ev": [-0.9, -2.2], "homo_lumo_gap_ev": [8.55, 6.26], "spin_multiplicity": 1, "energy_ha": -13184.554442, "molar_mass_g_mol": 474.56, "de_lowest_ev": 0.000}